i) C4H3Br3S | the ωB97M-V functional and the def2-TZVPD basis

Computed properties:
* highest occupied orbital energy: -9.2 eV
* LUMO energy: -0.26 eV

The geometry in XYZ format:
```
11
C4H3Br3S (the ωB97M-V functional and the def2-TZVPD basis)
C -0.2696 -0.1367 -1.2137
C 0.2681 -0.9755 -0.2416
C -0.4840 1.2618 -0.5953
C 0.6373 -0.4473 1.0977
S 0.8562 1.5707 0.5384
Br 0.4380 -2.8659 -0.5965
Br -0.9442 -0.4857 2.2336
Br 2.1200 -1.0665 2.0493
H -0.7740 -0.3400 -2.1340
H -0.4325 2.2062 -1.1473
H -1.4155 1.2790 0.0093
```

ii) C4H3Br3S | the ωB97M-V functional and the def2-TZVPD basis

Computed properties:
* highest occupied orbital energy: -9.0 eV
* LUMO energy: 0.15 eV

The geometry in XYZ format:
```
11
C4H3Br3S (the ωB97M-V functional and the def2-TZVPD basis)
C -0.3408 0.8211 0.3800
C 0.9654 0.7528 -0.2190
C -0.6470 -0.1440 1.2597
C 1.6866 -0.2281 0.2936
S 0.6836 -1.2733 1.2737
Br 1.5162 1.9156 -1.6047
Br -2.2476 -1.9429 -1.5002
Br 3.4243 -0.6969 0.1804
H -1.0347 1.5679 -0.0165
H -1.5352 -0.3327 1.7593
H -2.4708 -0.4395 -1.8062
```

Which structure wins on stability? ii) wins.